No. 1
A molecular structure, C22H49N2O6PSSi2 in a non-equilibrium geometry, computed with ωB97M-V/def2-TZVPD.

Structure (ORCA input):
```
! wB97M-V def2-TZVPD RIJCOSX def2/J DEFGRID3
* xyz 0 1
C -2.10200 -2.17826 1.54770
P -0.89203 -1.10084 2.52870
O -1.40728 -1.14641 4.19895
Si 1.11888 -2.00747 2.55503
C 0.89062 -3.88726 2.11253
C 2.24712 -4.74137 2.25787
C 2.64727 -5.46475 0.86247
N 2.45883 -6.90633 0.64990
O 3.10686 -4.81139 -0.12328
O 2.21693 -1.38419 1.37356
Si 2.43984 0.33137 1.46897
S 4.59564 0.64999 1.23420
C 1.98145 1.12231 3.14815
N 2.88536 0.70064 4.29176
C 1.62939 1.15610 -0.05657
C 0.53208 0.25851 -0.81233
C 1.11749 -0.75499 -1.89421
C 0.13468 -1.23430 -3.02525
C 0.63189 -2.24987 -4.07484
C 2.06243 -2.84423 -4.11533
C 3.04558 -2.36809 -3.00508
C 2.54556 -1.33365 -1.93130
H -1.86564 -2.11207 0.42675
H -2.11624 -3.25731 1.92095
H -3.14305 -1.73201 1.70402
H -1.54653 -2.10075 4.39501
H 1.71174 -1.88281 3.89331
H 0.61724 -3.89533 0.98563
H -0.00917 -4.35417 2.65300
H 2.05989 -5.55610 3.03953
H 3.16274 -4.13179 2.57451
H 2.24444 -7.39372 1.52887
H 1.76278 -7.10151 -0.08420
H 4.71603 1.69496 0.30159
H 2.17757 2.25955 3.03107
H 0.86314 1.04487 3.42467
H 2.42078 0.83873 5.19591
H 3.22433 -0.25873 4.16090
H 1.11583 2.16610 0.17730
H 2.44222 1.41127 -0.83739
H -0.16793 -0.32905 -0.13054
H -0.14324 0.99522 -1.39524
H -0.92385 -0.82169 -3.01743
H -0.09788 -2.58707 -4.87795
H 2.44530 -3.60339 -4.86852
H 4.12443 -2.75701 -2.91015
H 3.31890 -1.02427 -1.15614
C -5.13185 1.44531 0.11217
C -3.70017 1.33744 0.61243
C -3.12751 2.70412 0.95205
O -2.89292 0.72160 -0.39025
H -5.18285 2.04743 -0.80021
H -5.52638 0.45655 -0.13919
H -5.77956 1.89920 0.86556
H -3.66711 0.69506 1.49718
H -3.10856 3.35003 0.06830
H -2.09439 2.61160 1.29887
H -3.71543 3.19616 1.73112
H -2.91576 1.28265 -1.17701
C 6.72835 -0.78135 -3.90476
C 5.96941 0.53611 -3.90609
C 6.61181 1.54394 -4.84644
O 5.94423 1.06985 -2.58386
H 7.75871 -0.63814 -3.56290
H 6.26266 -1.49164 -3.21645
H 6.75070 -1.22528 -4.90341
H 4.93229 0.36241 -4.20611
H 7.63815 1.76758 -4.53723
H 6.06302 2.48942 -4.82865
H 6.63062 1.16968 -5.87325
H 6.85710 1.22710 -2.30800
C -8.30393 3.56145 1.49020
C -7.24754 4.63709 1.28855
C -7.83176 6.02811 1.47806
O -6.70201 4.52658 -0.02477
H -9.11437 3.66899 0.76205
H -7.87406 2.56770 1.33999
H -8.72980 3.60975 2.49569
H -6.42691 4.48357 1.99513
H -8.62592 6.22053 0.74947
H -7.06515 6.79122 1.31922
H -8.24356 6.14992 2.48318
H -7.41997 4.66083 -0.65768
*
```

Results
**Gap between HOMO and LUMO**: 8.4 eV

No. 2
8 unconnected molecules or ions with the total composition C22H49O10 in a non-equilibrium geometry, computed with ωB97M-V/def2-TZVPD.

Structure (ORCA input):
```
! wB97M-V def2-TZVPD RIJCOSX def2/J DEFGRID3
* xyz -1 1
O 1.88519 -1.81626 -2.75181
C 1.95935 -3.06069 -2.94479
O 0.98288 -3.83883 -2.99190
C 3.37491 -3.65239 -3.15235
O 4.25224 -3.22962 -2.09886
C 3.99597 -3.76645 -0.87676
C 3.38287 -4.97357 -0.65766
C 3.20687 -5.42947 0.62858
C 3.65082 -4.67004 1.67152
C 4.24533 -3.44888 1.47547
C 4.41146 -3.01144 0.19343
H 3.37634 -4.73005 -3.32192
H 3.77895 -3.19498 -4.05997
H 3.02124 -5.58628 -1.46967
H 2.74493 -6.39378 0.79816
H 3.50622 -5.03913 2.68403
H 4.57238 -2.85771 2.31829
H 4.87644 -2.04807 0.02511
C 0.27089 2.14007 -3.14256
C 1.11733 1.97952 -4.39206
O 2.30115 1.25268 -4.10688
H 0.83556 2.65770 -2.36536
H -0.63963 2.70504 -3.35423
H -0.00825 1.16318 -2.74111
H 1.41446 2.95436 -4.78062
H 0.55633 1.45208 -5.17381
H 2.02664 0.38479 -3.77003
C -3.55102 0.38133 -2.37060
C -3.97435 0.85863 -3.74840
O -2.86303 1.37030 -4.47612
H -3.09640 1.19838 -1.80871
H -4.40536 -0.00065 -1.80792
H -2.80347 -0.41112 -2.44852
H -4.70496 1.66359 -3.66755
H -4.42648 0.03820 -4.31688
H -2.21816 0.65972 -4.55821
C 3.59287 4.30196 -6.79677
C 4.78338 3.39425 -7.04394
O 5.45532 3.08732 -5.82869
H 3.90972 5.23112 -6.32030
H 3.08080 4.54403 -7.73070
H 2.88086 3.82234 -6.12399
H 5.50536 3.88066 -7.70031
H 4.46255 2.45955 -7.51642
H 4.82461 2.64285 -5.24864
C 0.14459 -0.28754 1.81955
C 1.32986 -1.20966 1.60707
O 2.02878 -1.42435 2.83836
H 0.47408 0.67387 2.22112
H -0.38617 -0.11357 0.88104
H -0.55048 -0.72001 2.54442
H 2.03567 -0.77303 0.90323
H 1.00404 -2.17486 1.20991
H 1.41091 -1.82289 3.45843
C -4.02009 -0.81536 4.63788
C -3.17976 -1.11010 3.40909
O -2.00274 -1.83928 3.75201
H -3.44401 -0.24263 5.36706
H -4.91492 -0.24931 4.37194
H -4.32743 -1.74224 5.12889
H -2.85813 -0.18411 2.93431
H -3.75440 -1.69003 2.68056
H -2.27762 -2.66577 4.16003
C 2.08477 0.57902 5.48263
C 1.45976 1.93181 5.76779
O 0.18685 2.05372 5.13577
H 2.20211 0.42811 4.41050
H 3.06339 0.49196 5.95935
H 1.44323 -0.22646 5.85133
H 2.08799 2.73411 5.38290
H 1.33495 2.08008 6.84730
H -0.37617 1.35303 5.47762
C -7.62120 3.02398 4.35241
C -6.73597 2.25036 3.39233
O -7.30792 0.97592 3.10192
H -7.75577 2.46476 5.27908
H -7.18815 3.99743 4.58867
H -8.61367 3.17947 3.92195
H -5.75460 2.07732 3.83153
H -6.60251 2.80239 2.45651
H -8.17037 1.12965 2.70594
*
```

Results
**Gap between HOMO and LUMO**: 6.6 eV

No. 3
7 unconnected molecules or ions with the total composition C22H49O11P, computed with ωB97M-V/def2-TZVPD.

Structure (ORCA input):
```
! wB97M-V def2-TZVPD RIJCOSX def2/J DEFGRID3
* xyz 0 1
C 4.31544 -2.64427 0.22170
C 3.94273 -1.42657 -0.62766
O 2.61402 -0.99525 -0.31184
C 1.79669 -0.72882 -1.43974
C 0.65478 0.18814 -1.01767
C -0.54771 -0.56407 -0.52025
C -0.49967 -1.72581 0.13696
C -1.76846 -2.36648 0.57524
O -1.86507 -2.99678 1.60421
C -2.95047 -2.13728 -0.32300
P -4.16787 -3.51357 -0.47119
O -5.48413 -2.53781 -0.61801
O -4.02659 -3.81308 -2.09307
C -3.00843 -0.96244 -0.94735
C -1.90926 0.02849 -0.72021
O -2.12091 1.21436 -0.64698
H 5.33809 -2.54859 0.58471
H 3.65132 -2.67229 1.08529
H 4.20534 -3.56930 -0.34182
H 4.00914 -1.66939 -1.69176
H 4.61188 -0.59446 -0.40922
H 2.38252 -0.24522 -2.22748
H 1.40561 -1.67792 -1.82875
H 0.35892 0.77538 -1.88877
H 1.02495 0.86018 -0.24238
H 0.42689 -2.23272 0.38773
H -6.11521 -3.00586 -1.17962
H -3.13876 -4.10343 -2.32640
H -3.83784 -0.70203 -1.59735
C 5.66895 2.39694 2.79298
C 6.28067 1.21682 2.06605
O 5.78798 1.13205 0.72562
H 4.58676 2.29053 2.79911
H 6.03179 2.46487 3.82065
H 5.91014 3.33178 2.28090
H 6.00254 0.28337 2.55456
H 7.37404 1.27632 2.04772
H 6.05157 1.93872 0.27234
C 0.48031 2.98360 1.98413
C 1.72455 3.62213 1.39749
O 2.89523 2.82815 1.58182
H 0.61799 2.80185 3.05044
H -0.39124 3.62434 1.84615
H 0.27188 2.02329 1.50860
H 1.93168 4.56982 1.89178
H 1.58562 3.81643 0.32641
H 2.75885 1.98331 1.13562
C -1.11841 -7.27625 1.95186
C -0.39705 -6.33692 2.90076
O 0.25421 -5.27588 2.21497
H -0.41834 -7.69500 1.22759
H -1.59233 -8.09560 2.49464
H -1.89435 -6.74051 1.39933
H 0.38426 -6.86713 3.44473
H -1.10111 -5.92761 3.63332
H -0.42334 -4.76479 1.75823
C -1.70675 0.09298 -5.63117
C -1.67765 0.57151 -4.19288
O -0.49132 1.30102 -3.88994
H -0.83710 -0.52974 -5.84306
H -2.60933 -0.48565 -5.83174
H -1.68593 0.94059 -6.31978
H -1.68431 -0.28125 -3.51196
H -2.55666 1.18573 -3.97241
H -0.45265 2.06552 -4.47247
C -8.78563 0.42933 0.99517
C -8.21151 -0.64103 1.90510
O -7.82777 -1.80787 1.18990
H -9.64866 0.04224 0.45229
H -9.09582 1.30555 1.56648
H -8.04343 0.74785 0.25920
H -8.95716 -0.96536 2.63019
H -7.35316 -0.24551 2.45952
H -7.14694 -1.56556 0.55315
C 2.96994 7.04678 0.11993
C 3.49633 6.46732 -1.17737
O 4.49160 5.47449 -0.94411
H 3.78029 7.48134 0.70622
H 2.21731 7.81794 -0.05243
H 2.51319 6.26427 0.72553
H 3.97153 7.23622 -1.78493
H 2.67462 6.03717 -1.76139
H 4.09624 4.77640 -0.41017
*
```

Results
**Structure (SMILES)**: CCOCCC1=CC(=O)C(P(O)O)=CC1=O.CCO.CCO.CCO.CCO.CCO.CCO
**Gap between HOMO and LUMO**: 8.0 eV

No. 4
A molecular structure, C22H50Cl30InN3OP in a non-equilibrium geometry, computed with ωB97M-V/def2-TZVPD.

Structure (ORCA input):
```
! wB97M-V def2-TZVPD RIJCOSX def2/J DEFGRID3
* xyz -1 1
C -5.78411 -3.19850 -5.47687
C -4.94182 -1.94370 -4.81335
O -5.00231 -0.77165 -5.50038
N -4.17202 -1.97804 -3.51290
C -3.26567 -0.78265 -3.32621
In -3.15940 -3.84000 -3.19164
C -1.04303 -3.56117 -2.36550
C 0.12979 -4.22301 -3.30105
C 1.58887 -4.23193 -2.49077
C 1.55314 -5.10193 -1.09601
N 1.40115 -4.25329 0.16321
P -4.55444 -5.06332 -1.38952
N -4.83160 -3.91264 -0.23850
H -5.49620 -4.25243 -5.05832
H -5.60009 -3.14326 -6.63699
H -6.92353 -3.02731 -5.17653
H -2.31281 -0.78990 -4.00992
H -3.80342 0.26172 -3.42546
H -2.88313 -0.83113 -2.19703
H -3.11074 -4.90909 -4.64365
H -0.85601 -2.40293 -2.19657
H -1.04536 -4.11125 -1.31488
H -0.09770 -5.30005 -3.69931
H 0.29531 -3.53782 -4.25833
H 2.36521 -4.74899 -3.20021
H 1.91577 -3.09538 -2.32951
H 2.53144 -5.74086 -1.03172
H 0.62161 -5.84604 -1.15087
H 0.43607 -3.87002 0.26583
H 2.08322 -3.45877 0.06857
H -5.85649 -5.40697 -1.92962
H -3.85134 -6.21643 -0.84175
H -4.45158 -4.25225 0.68435
C 1.85116 -2.00478 -6.94751
Cl 3.08636 -3.06980 -6.26546
Cl 0.72579 -1.45534 -5.69977
H 2.33874 -1.13521 -7.39476
H 1.29451 -2.55023 -7.71343
C 0.78577 -1.19084 2.11631
Cl 0.31112 -0.39751 3.62313
Cl -0.63193 -1.71791 1.20114
H 1.35968 -0.48673 1.50902
H 1.40150 -2.06233 2.35162
C -8.73019 -5.47629 -5.53840
Cl -10.14347 -4.43039 -5.35427
Cl -7.95990 -5.78511 -3.97747
H -9.04584 -6.42748 -5.97377
H -8.01030 -4.98849 -6.20007
C 0.58640 3.20854 3.96076
Cl 1.67027 3.81895 5.21687
Cl -0.97617 4.03367 4.01311
H 1.04472 3.37621 2.98313
H 0.42899 2.13841 4.11582
C -12.21124 -2.16730 -3.00140
Cl -11.41196 -0.62121 -2.69168
Cl -12.32014 -2.49066 -4.73599
H -11.63706 -2.96615 -2.52592
H -13.21945 -2.13715 -2.58114
C 0.24499 0.80826 -8.86198
Cl -1.41871 0.23190 -8.70357
Cl 1.29848 -0.45835 -9.50313
H 0.26204 1.66329 -9.54210
H 0.61159 1.11182 -7.87838
C 1.93502 2.94493 8.57708
Cl 0.85186 4.12218 9.32943
Cl 2.33399 1.63930 9.70019
H 1.44384 2.52050 7.69813
H 2.85634 3.45003 8.27700
C 3.42433 7.33103 5.47705
Cl 3.05111 6.58803 7.03713
Cl 4.05999 8.96712 5.68770
H 4.17201 6.72231 4.96288
H 2.51169 7.37834 4.87802
C 3.84191 0.68414 0.13070
Cl 3.36725 1.47746 1.63753
Cl 2.42421 0.15706 -0.78447
H 4.41582 1.38824 -0.47658
H 4.45763 -0.18736 0.36602
C 5.03748 10.10162 9.31699
Cl 3.95432 11.27887 10.06933
Cl 5.43645 8.79599 10.44010
H 4.54631 9.67720 8.43804
H 5.95880 10.60673 9.01691
C 5.83899 2.34056 7.53510
Cl 6.20462 3.49440 8.82357
Cl 4.30682 2.73339 6.74557
H 6.63996 2.37094 6.79250
H 5.77136 1.33784 7.96403
C 0.72055 6.60469 11.92861
Cl 2.11225 7.43472 11.22193
Cl 0.75503 6.69529 13.69378
H -0.19634 7.07562 11.56602
H 0.74085 5.55498 11.62579
C 5.06137 -3.21192 2.05387
Cl 4.12936 -2.23577 0.91209
Cl 4.50157 -2.95914 3.71156
H 4.94592 -4.26754 1.79643
H 6.11466 -2.92889 1.98701
C 0.36483 2.98374 -2.13002
Cl 1.72881 2.53715 -3.16215
Cl -0.29632 1.56853 -1.30219
H 0.70487 3.70584 -1.38378
H -0.41706 3.43205 -2.74780
C 5.48516 0.23204 -7.80202
Cl 5.01050 1.02536 -6.29520
Cl 4.06746 -0.29504 -8.71719
H 6.05907 0.93614 -8.40931
H 6.10088 -0.63946 -7.56671
*
```

Results
**Gap between HOMO and LUMO**: 5.2 eV